1.
C38H57BeBr2F14KN4NaO21S5 as an isolated structure in a non-equilibrium geometry. Source: the Open Molecules 2025 dataset; level of theory: ωB97M-V/def2-TZVPD.

The geometry in XYZ format:
```
144
Properties=species:S:1:pos:R:3:forces:R:3
C -2.91981 0.73477 -0.81750 0.18 -0.17 -0.11
C -3.33450 0.80469 0.43434 -0.01 0.60 -0.43
C -2.57730 1.21258 1.67118 -0.02 -1.98 1.21
N -1.14945 0.90007 1.70403 0.18 0.99 -0.77
C -0.86369 -0.52490 1.65708 -0.27 -1.05 0.89
O -1.10599 -1.21847 0.46377 -0.07 0.46 0.02
C -0.04513 -1.46472 -0.38335 -0.10 -0.03 -1.17
C 1.27793 -1.63725 -0.02548 -0.13 0.28 1.68
C 2.27912 -1.94206 -0.91112 -0.20 -0.06 -0.47
C 1.97176 -2.11930 -2.25626 0.20 0.15 0.04
C 0.66885 -1.93021 -2.69023 -0.40 0.09 1.21
C -0.34733 -1.59854 -1.73107 0.27 -0.94 -1.15
C -0.36005 1.55444 2.75584 0.82 0.26 -0.56
C 0.78674 2.46521 2.25877 0.45 -0.16 0.22
C 1.66825 1.79244 1.18175 0.18 0.62 -0.25
C 1.69460 2.47537 -0.17830 0.23 -0.73 -0.78
O 0.89594 1.68599 -1.07174 -0.79 0.35 -0.05
C 0.89379 2.26369 -2.36335 0.74 -0.39 0.36
C -1.18080 2.00905 3.98755 0.18 -1.63 0.67
C -0.37116 2.71915 5.10504 1.06 0.01 -0.07
C 0.31530 4.06281 4.86457 -0.27 0.33 0.34
F 0.64855 1.78189 5.33229 -0.11 -0.15 -0.12
N -2.62302 2.47846 3.77484 -0.11 2.05 0.23
S -2.89010 4.07415 4.63899 -0.31 0.29 0.32
C -3.54452 1.71346 4.71529 -0.02 -0.82 1.40
C -3.85293 0.23142 4.63183 -0.19 -0.88 -0.10
O -5.15076 -0.03631 4.08663 0.87 0.37 -0.50
C -5.18975 -1.16027 3.28931 -0.41 -0.35 -0.10
O -6.06659 -1.93233 3.40226 -0.78 -0.45 0.00
C -3.03826 2.59692 2.28786 -0.01 -0.42 -1.67
C -4.58218 2.61743 2.20814 -0.48 -0.36 0.56
C -5.42014 3.15518 1.02846 -0.50 0.51 -0.37
C -5.09070 3.10413 -0.46034 -0.26 -0.20 -0.51
F -5.73872 1.99605 -1.02779 0.11 -0.07 0.05
C -2.37060 3.86102 1.64280 0.03 0.06 -0.05
Br -1.49132 3.51221 -0.08979 -0.20 -0.11 0.24
C -3.15093 5.16288 1.28382 1.39 0.86 -0.59
C -2.09170 6.27037 0.93840 -0.40 0.27 0.46
Br -4.40366 6.04792 2.51879 -0.39 -0.20 0.02
H -1.87950 0.68459 -1.11212 0.09 0.65 0.50
H -3.64297 0.79596 -1.61789 -0.12 -0.79 0.03
H -4.38988 0.59230 0.57876 -0.06 0.44 0.13
H -3.00071 0.48003 2.39600 -0.25 0.44 0.10
H -1.47906 -1.01802 2.43723 -0.18 -0.19 -0.32
H 0.15598 -0.74187 1.95976 0.07 0.60 0.09
H 1.54649 -1.52924 1.01981 0.18 -0.13 -0.07
H 3.28612 -2.04068 -0.53206 0.04 -0.12 -0.08
H 2.76673 -2.39914 -2.93367 -0.15 0.06 -0.21
H 0.46996 -2.07616 -3.74806 -0.28 0.02 0.05
H -1.38787 -1.47246 -2.11274 0.69 -1.64 1.69
H 0.24751 0.75845 3.19178 -0.22 -0.01 0.23
H 1.46926 2.54891 3.10557 -0.29 0.26 0.20
H 0.52355 3.48842 1.98687 -0.17 -0.10 -0.23
H 2.70246 1.77407 1.52819 -0.07 -0.03 0.19
H 1.39146 0.75580 1.00962 -0.04 0.01 -0.02
H 2.69723 2.49235 -0.62573 0.12 0.13 0.40
H 1.33594 3.51194 -0.18084 -0.04 -0.02 0.23
H 0.58082 3.31372 -2.33347 -0.05 -0.02 -0.16
H 1.90596 2.18205 -2.77397 -0.08 0.29 -0.23
H 0.23086 1.68010 -2.99767 -0.12 0.18 -0.12
H -1.32582 1.05965 4.51305 -0.32 -0.06 -0.25
H -0.90222 2.71732 6.05633 -0.40 0.16 -0.22
H 1.38945 3.95659 5.00305 -0.01 -0.20 -0.10
H 0.15619 4.49273 3.87745 -0.04 -0.01 0.01
H -0.00176 4.77115 5.63099 -0.09 0.09 -0.14
H -2.04016 4.92809 4.04141 0.11 -0.44 -0.25
H -3.05045 1.83240 5.68228 0.30 -0.02 -0.16
H -4.48637 2.22446 4.91704 -0.02 0.21 -0.71
H -3.90033 -0.15901 5.65188 0.07 0.35 0.13
H -3.10606 -0.41111 4.15553 0.17 0.34 -0.14
H -4.42706 -1.30853 2.50755 0.48 0.53 0.31
H -4.98872 3.16289 3.06711 0.37 0.17 0.04
H -4.90402 1.59321 2.39986 0.02 0.01 -0.10
H -5.71081 4.20953 1.21152 1.23 -0.45 -0.13
H -6.39906 2.63339 1.10135 1.09 -0.53 -0.35
H -5.52649 3.96743 -0.97113 0.00 0.07 0.14
H -4.04622 3.04435 -0.74912 0.07 -0.02 0.30
H -1.49484 4.12910 2.23195 -0.11 0.02 0.13
H -3.68104 5.04859 0.34534 -0.50 -0.37 0.33
H -1.10090 6.03255 1.32339 0.04 -0.09 -0.15
H -2.05625 6.43825 -0.13359 0.23 -0.17 -0.02
H -2.37548 7.22178 1.38314 -0.03 -0.02 0.00
O -2.62672 1.77176 -3.49920 -0.75 0.78 -3.85
H -3.41040 1.30038 -3.84455 -0.27 -0.58 1.05
Na -1.17112 -0.10512 -3.09684 -0.09 2.29 -2.00
C 3.95967 -5.15221 2.32778 -0.75 -0.07 -0.19
C 5.02645 -6.15723 2.78945 0.43 0.22 -0.45
C 5.44646 -6.11181 4.26370 -0.08 -0.38 0.50
F 5.97468 -4.90834 4.59989 -0.05 0.09 -0.20
F 6.38330 -7.04421 4.48856 0.16 0.13 -0.18
F 6.10888 -6.05412 1.98459 0.07 0.14 0.11
F 4.49676 -7.38382 2.56949 -0.19 0.03 0.15
O 4.37805 -3.94242 1.69490 0.66 -0.01 0.11
C 4.74655 -2.84588 2.42897 -0.71 -0.87 0.15
C 6.22400 -2.47541 2.25501 0.39 0.25 -0.19
F 7.02094 -3.50544 2.56989 -0.14 -0.08 0.06
F 6.51996 -1.44438 3.07866 -0.18 0.03 0.01
F 4.39716 -3.00266 3.71770 0.20 0.31 0.11
F 3.99478 -1.80842 1.95878 0.06 0.38 -0.10
H 3.41018 -5.66919 1.54289 0.14 -0.04 -0.07
H 3.22862 -4.95656 3.11204 0.21 0.04 0.20
H 4.59830 -6.32124 4.92053 -0.09 0.00 -0.13
H 6.42290 -2.18027 1.22171 -0.12 0.05 0.00
O -8.33844 1.11417 0.26638 0.30 0.08 0.17
H -7.77622 1.27948 -0.50269 -0.04 -0.10 -0.04
H -8.47090 1.97547 0.66584 -0.38 -0.12 -0.26
C 0.93965 3.60641 -8.44736 0.23 0.13 0.27
C 0.94528 2.11357 -8.24292 0.25 0.80 -0.30
C -0.09343 1.58473 -7.29745 -0.39 -0.47 -0.10
O 0.52280 0.38125 -6.82012 -0.19 0.35 0.29
C 1.87345 0.57372 -6.89123 0.40 -0.13 -0.20
O 2.67003 -0.15398 -6.39516 -0.10 -0.01 0.24
O 2.16485 1.68636 -7.59278 -0.33 -0.26 0.21
H 1.81048 3.91418 -9.02388 -0.07 -0.05 -0.11
H 0.03954 3.91725 -8.97761 0.01 -0.07 -0.06
H 0.98883 4.13534 -7.49154 -0.05 -0.04 0.02
H 0.87974 1.60260 -9.20099 -0.09 -0.12 0.06
H -1.03692 1.36775 -7.79832 0.10 -0.27 -0.07
H -0.27598 2.24623 -6.43404 0.16 0.17 -0.03
N -0.62690 -1.72324 -11.60226 -0.43 0.28 0.32
S -0.53641 -0.96739 -10.22681 1.20 -0.03 0.98
O -1.21906 -1.56645 -9.12234 -0.39 0.04 -0.08
O -0.54370 0.46577 -10.28567 -0.33 0.15 -0.27
F 0.98008 -1.28007 -9.88790 -0.01 -0.09 -0.39
S -2.07286 -1.70160 -12.25104 -1.41 -0.54 -0.62
O -2.19982 -2.65309 -13.29662 0.71 -0.04 -0.11
O -2.64544 -0.41005 -12.45013 0.39 0.25 0.25
F -2.97872 -2.32903 -11.10096 0.09 0.07 0.12
N 5.01796 -10.96423 5.94155 -0.02 -0.03 -0.45
S 5.98639 -12.19338 5.64241 0.97 -1.61 0.90
O 7.33201 -11.84474 5.33716 -0.11 0.44 -0.17
O 5.39634 -13.26976 4.92049 -0.40 0.32 -0.22
F 6.08239 -12.74739 7.11201 -0.32 0.36 0.04
S 4.72037 -10.06310 4.67640 0.13 1.45 -1.23
O 4.13682 -8.81169 5.03762 -0.28 -0.29 0.81
O 4.17423 -10.72714 3.54087 -0.17 -0.50 0.29
F 6.16017 -9.64351 4.19698 0.07 -0.22 0.08
K -7.72864 4.08993 2.00356 -1.56 0.91 0.95
C 5.84731 2.22875 -0.51249 -0.05 -0.64 0.00
O 5.05387 2.88276 -1.23668 -0.04 0.27 0.17
O 5.57377 0.87113 -0.44643 -0.25 0.66 -0.14
O 6.80285 2.65652 0.12518 -0.03 0.20 0.01
H 4.80274 0.86110 -1.03727 0.08 -0.59 0.00
Be -3.03284 2.41319 -5.30285 1.26 -0.47 2.40
```
Forces are in eV/Å.

**Frontier orbital gap**: 0.029 hartree
**Total charge**: +1
**LUMO**: -8.592 eV
**E_tot**: -342711.750 eV

Mulliken atomic charge list, values in e, 99 entries:
1 C -0.076
2 C -1.100
3 C -0.042
4 N 2.000
5 C -1.011
6 O -0.412
7 C 0.493
8 C -0.715
9 C -0.804
10 C -0.924
11 C -0.985
12 C 0.031
13 C -0.636
14 C -0.906
15 C -0.515
16 C -0.882
17 O 0.053
18 C -0.743
19 C -0.115
20 C -0.348
21 C -1.493
22 F -0.384
23 N 0.859
24 S -0.133
25 C -1.000
26 C -0.868
27 O -0.482
28 C 0.194
29 O -0.411
30 C 3.384
31 C -0.860
32 C -2.409
33 C -1.125
34 F -0.431
35 C -0.630
36 Br 0.274
37 C -0.156
38 C -1.258
39 Br -0.101
40 H -0.598
41 H 0.109
42 H 0.825
43 H -0.765
44 H 0.033
45 H 0.356
46 H 0.725
47 H 0.639
48 H 0.513
49 H 0.621
50 H 0.951
51 H 1.418
52 H 0.596
53 H 0.152
54 H 0.804
55 H -0.701
56 H 0.347
57 H 0.435
58 H 0.441
59 H 0.371
60 H -0.145
61 H -0.046
62 H 0.632
63 H 0.476
64 H 0.335
65 H 0.285
66 H 0.197
67 H 0.869
68 H 0.611
69 H 0.679
70 H 0.351
71 H 0.398
72 H 0.590
73 H 0.235
74 H 0.667
75 H 0.588
76 H 0.452
77 H 0.191
78 H -0.051
79 H 0.227
80 H 0.242
81 H 0.360
82 H 0.506
83 O -0.683
84 H 0.336
85 Na 0.573
86 C -0.924
87 C 0.973
88 C 0.039
89 F -0.248
90 F -0.240
91 F -0.295
92 F -0.269
93 O -0.316
94 C 0.618
95 C 0.268
96 F -0.229
97 F -0.270
98 F -0.304
99 F -0.179


2.
C38H57ClGaIN15O as an isolated structure in a non-equilibrium geometry. Source: the Open Molecules 2025 dataset; level of theory: ωB97M-V/def2-TZVPD.

The geometry in XYZ format:
```
114
Properties=species:S:1:pos:R:3:forces:R:3
O -1.74662 -0.97111 0.84746 -0.15 -0.42 -0.19
C -1.23823 -0.58391 -0.38030 -0.44 -0.24 0.81
C -1.56741 -1.35864 -1.45753 -0.23 -0.52 -0.17
C -1.11006 -1.04350 -2.71359 -0.29 -0.52 0.19
C -0.31615 0.06316 -2.84644 0.21 -0.14 -1.29
C 0.00738 0.83082 -1.76297 0.54 0.55 -0.14
C -0.43041 0.52374 -0.49922 -0.05 0.43 0.71
C -0.03002 1.37931 0.67451 -0.04 0.40 -0.40
N -1.11021 1.66410 1.63597 0.43 -0.20 0.33
C -0.71064 1.37003 3.03382 -0.18 -0.30 -0.04
C -0.36686 -0.08499 3.33383 0.01 0.07 0.35
C 0.50808 -0.25630 4.59533 0.00 -0.23 -0.63
Ga 2.33885 -1.03905 4.22884 -0.62 -0.16 0.59
Cl 2.47331 -2.03537 2.20305 -0.14 0.35 -0.07
I 4.12711 0.88815 4.25099 0.19 0.04 -0.06
H -2.43876 -0.34195 1.06877 0.21 0.33 0.37
H -2.17701 -2.22343 -1.28122 -0.23 -0.17 -0.03
H -1.36883 -1.68733 -3.53411 0.09 0.05 -0.22
H 0.05310 0.29544 -3.83154 0.15 0.31 -0.19
H 0.63467 1.69387 -1.90755 0.13 0.32 0.05
H 0.84012 0.92978 1.14454 0.09 -0.17 0.31
H 0.31070 2.33639 0.27489 0.12 -0.24 -0.03
H -1.20172 2.67036 1.61043 -0.35 0.08 0.00
H -1.56974 1.60043 3.64525 -0.18 0.25 0.22
H 0.08088 2.03309 3.39003 0.34 0.04 -0.20
H -1.31393 -0.59407 3.49393 -0.22 -0.24 -0.09
H 0.09527 -0.60427 2.50632 0.07 0.10 -0.37
H 0.53786 0.64882 5.19593 0.14 0.23 0.04
H 0.03084 -1.00792 5.21977 0.06 -0.19 0.26
H 2.65468 -2.16136 5.32007 0.35 0.12 -0.14
C -2.22424 -4.60996 1.26290 0.05 -0.14 0.05
C -3.18419 -4.07461 0.31190 0.04 0.12 0.07
N -3.92595 -3.62102 -0.43674 -0.29 -0.19 -0.09
H -1.21136 -4.43798 0.90342 0.01 0.08 0.01
H -2.34435 -4.11897 2.22597 0.03 0.06 -0.02
H -2.38914 -5.68045 1.37965 0.01 -0.02 0.00
C -4.67470 4.03923 4.07943 0.11 0.06 0.05
C -3.29224 3.81223 4.47592 0.00 0.07 -0.11
N -2.19555 3.63058 4.75668 0.03 0.17 0.19
H -5.12081 4.80934 4.70516 -0.04 0.00 0.00
H -4.70846 4.36363 3.04051 0.00 0.01 -0.01
H -5.24848 3.12605 4.18409 -0.02 -0.02 0.07
C 5.64652 -2.64743 2.73318 0.12 -0.06 -0.01
C 7.02648 -3.05432 2.96679 -0.11 0.02 0.01
N 8.11514 -3.37590 3.14388 0.13 -0.06 0.01
H 5.36683 -1.83836 3.40437 0.01 0.09 0.03
H 5.52764 -2.30579 1.70711 -0.05 0.03 0.00
H 4.97583 -3.48549 2.90504 -0.04 0.12 -0.04
C 1.91205 5.51861 -2.72231 -0.13 0.15 -0.10
C 1.50835 4.79504 -1.52694 0.08 -0.08 0.02
N 1.23887 4.22116 -0.56938 0.03 0.24 -0.05
H 2.28013 6.49990 -2.43399 0.03 0.01 -0.04
H 2.70564 4.97512 -3.22479 0.06 -0.05 -0.07
H 1.07663 5.63119 -3.41018 -0.04 -0.11 0.02
C -6.69339 2.11554 1.22539 0.06 -0.07 0.05
C -7.12918 2.29500 2.60343 -0.04 -0.13 -0.37
N -7.48512 2.42659 3.68360 -0.18 0.03 0.32
H -7.55750 2.08263 0.56722 0.04 0.08 -0.01
H -6.05210 2.94169 0.92567 0.01 0.00 -0.04
H -6.13702 1.18420 1.13405 0.04 0.01 0.01
C 3.29577 1.34595 -3.38860 0.01 0.01 0.03
C 2.43546 2.07671 -4.31121 -0.01 -0.09 0.11
N 1.74397 2.64637 -5.02779 -0.02 0.13 -0.09
H 4.33524 1.44722 -3.69450 0.01 0.00 0.02
H 3.17748 1.74131 -2.38015 0.01 -0.04 0.01
H 3.02022 0.29322 -3.38731 -0.03 -0.01 0.04
C -5.39072 -7.34786 -1.55657 -0.03 -0.01 -0.05
C -4.51964 -7.77166 -0.47032 0.03 0.09 0.01
N -3.82661 -8.08763 0.38656 0.05 -0.05 0.09
H -6.13343 -6.64883 -1.17884 0.01 0.04 0.00
H -4.80156 -6.85633 -2.32760 0.00 0.03 0.00
H -5.89424 -8.21246 -1.98432 -0.01 -0.01 -0.01
C 8.24711 0.36766 2.18884 -0.04 -0.05 0.09
C 7.30402 1.03093 1.30373 0.12 -0.09 0.07
N 6.61158 1.55717 0.55728 -0.13 0.20 -0.31
H 9.22507 0.39701 1.71077 -0.04 -0.10 0.23
H 8.28664 0.88390 3.14576 -0.03 0.00 0.02
H 7.94844 -0.66470 2.35634 0.01 0.00 0.02
C 3.92790 6.23843 1.06636 -0.03 0.01 0.05
C 3.92843 6.99023 -0.18038 0.04 0.01 0.02
N 3.92901 7.58380 -1.16289 0.03 0.05 0.01
H 3.07204 6.53387 1.67049 0.00 -0.05 0.00
H 3.86685 5.17441 0.85979 -0.07 -0.11 -0.01
H 4.84298 6.43565 1.61728 0.06 0.04 0.04
C 9.34988 1.89653 -1.67205 -0.01 0.03 -0.05
C 10.15637 1.51817 -0.52004 0.02 0.01 -0.04
N 10.78945 1.21310 0.38687 0.15 0.07 -0.11
H 8.63215 1.10923 -1.89079 -0.05 0.02 0.03
H 8.80982 2.81580 -1.45665 -0.05 -0.03 0.03
H 9.99237 2.04993 -2.53678 0.03 0.00 -0.01
C 5.05271 -6.99994 3.41993 0.03 0.00 0.00
C 4.09145 -5.90770 3.33774 0.01 -0.06 0.00
N 3.34474 -5.03912 3.26885 -0.10 -0.24 0.08
H 4.96717 -7.49478 4.38502 0.01 -0.01 0.01
H 4.85927 -7.72244 2.62975 0.01 -0.02 -0.01
H 6.06320 -6.61085 3.30808 0.02 0.01 0.00
C -2.30189 -1.61679 -7.27495 -0.05 0.02 -0.02
C -1.43798 -2.25697 -6.29438 -0.04 0.02 0.00
N -0.78055 -2.75674 -5.49904 0.12 -0.17 -0.13
H -2.94246 -0.89101 -6.77758 0.02 0.07 -0.02
H -1.70381 -1.10383 -8.02470 0.01 0.03 0.00
H -2.92000 -2.36745 -7.76423 0.00 -0.01 -0.02
C -10.08789 0.31242 -1.29460 -0.01 -0.02 0.01
C -9.34732 1.56326 -1.38771 -0.06 -0.01 -0.05
N -8.76476 2.54853 -1.46080 0.01 0.04 -0.04
H -9.64616 -0.42779 -1.95804 0.00 -0.03 0.00
H -10.05458 -0.05994 -0.27273 0.00 -0.02 0.01
H -11.12434 0.47633 -1.58101 -0.02 -0.01 0.00
C -6.21807 -0.15785 -4.95975 -0.01 -0.02 0.07
C -5.13644 0.60705 -5.56352 -0.03 0.01 0.04
N -4.28574 1.21159 -6.03804 0.07 0.00 -0.12
H -7.12879 0.43747 -4.95147 -0.01 0.01 0.01
H -6.39037 -1.06767 -5.53096 -0.01 -0.02 0.00
H -5.95274 -0.42274 -3.93800 0.01 -0.01 0.01
```
Forces are in eV/Å.

**Frontier orbital gap**: 0.231 hartree
**Total charge**: -1
**LUMO**: 1.196 eV
**E_tot**: -137728.826 eV

Mulliken atomic charge list, values in e, 99 entries:
1 O -0.733
2 C 0.060
3 C -0.075
4 C -0.483
5 C -0.788
6 C -0.505
7 C 0.398
8 C -0.034
9 N -0.298
10 C -1.156
11 C 0.406
12 C -0.968
13 Ga 0.295
14 Cl -0.473
15 I -0.461
16 H 0.215
17 H 0.366
18 H 0.407
19 H 0.356
20 H 0.388
21 H 0.264
22 H 0.091
23 H 0.309
24 H 0.287
25 H 0.386
26 H 0.130
27 H 0.030
28 H 0.496
29 H 0.330
30 H -0.275
31 C -0.719
32 C 0.513
33 N -0.562
34 H 0.303
35 H 0.242
36 H 0.294
37 C -0.586
38 C 0.356
39 N -0.416
40 H 0.330
41 H 0.227
42 H 0.074
43 C 0.324
44 C 0.116
45 N -0.539
46 H 0.002
47 H 0.356
48 H -0.296
49 C -0.962
50 C 0.420
51 N -0.479
52 H 0.390
53 H 0.213
54 H 0.305
55 C -0.348
56 C 0.391
57 N -0.456
58 H -0.104
59 H 0.286
60 H 0.249
61 C -0.819
62 C 0.438
63 N -0.515
64 H 0.354
65 H 0.273
66 H 0.318
67 C -0.785
68 C 0.370
69 N -0.417
70 H 0.255
71 H 0.253
72 H 0.332
73 C 0.016
74 C 0.247
75 N -0.387
76 H 0.147
77 H 0.239
78 H -0.256
79 C -0.808
80 C 0.468
81 N -0.507
82 H 0.256
83 H 0.278
84 H 0.317
85 C -0.802
86 C 0.437
87 N -0.504
88 H 0.253
89 H 0.274
90 H 0.334
91 C -0.794
92 C 0.345
93 N -0.365
94 H 0.267
95 H 0.264
96 H 0.271
97 C -0.425
98 C 0.407
99 N -0.436